DFT (wB97M-V/def2-TZVPD) results for a structure of composition C54H54AsCoGeN2PS.

The expectation value of S² is 2.33. As for the frontier orbital gap (alpha / beta): 5.3177 / 6.7324 eV. The relative energy (zero: lowest compared OMol25 entry of this formula, charge and spin) comes out at 0.0 kJ/mol. The value obtained for the HOMO energy (alpha / beta) is -9.516 / -9.904 eV. Its net charge is +1. Its spin multiplicity is 3.

Cartesian coordinates (Å):
Co (0.447, -1.189, 0.529)
C (-0.421, -2.967, 0.552)
C (0.225, -4.023, 1.416)
C (-0.133, -4.081, 2.809)
C (0.382, -5.141, 3.535)
C (1.356, -5.988, 3.026)
C (1.649, -6.023, 1.648)
C (1.163, -4.952, 0.895)
H (-1.403, -2.611, 0.979)
H (-0.450, -3.320, -0.442)
H (-0.774, -3.367, 3.287)
H (0.056, -5.430, 4.534)
H (1.877, -6.627, 3.732)
H (2.279, -6.740, 1.123)
H (1.425, -4.848, -0.157)
S (0.207, -0.783, 2.694)
C (1.344, 0.047, 3.842)
N (0.927, 1.083, 4.535)
C (1.646, 1.602, 5.715)
C (2.820, 0.703, 6.165)
C (3.539, 0.236, 4.928)
N (2.611, -0.416, 3.954)
H (0.050, 1.569, 4.317)
H (0.881, 1.728, 6.518)
H (1.971, 2.604, 5.433)
H (2.491, -0.170, 6.729)
H (3.481, 1.249, 6.822)
H (4.313, -0.513, 5.169)
H (4.143, 1.057, 4.498)
H (2.758, -1.280, 3.423)
C (3.370, -2.668, 1.567)
Ge (2.627, -1.698, -0.002)
C (3.865, -0.223, -0.329)
C (4.153, 0.056, -1.652)
C (5.121, 0.976, -2.013)
C (5.879, 1.595, -1.035)
C (5.552, 1.375, 0.308)
C (4.590, 0.477, 0.689)
C (3.092, -3.053, -1.389)
C (4.373, -3.488, -1.230)
C (4.859, -4.685, -1.874)
C (4.109, -5.295, -2.845)
C (2.758, -4.866, -3.023)
C (1.941, -5.647, -3.840)
C (0.605, -5.294, -4.047)
C (0.103, -4.153, -3.401)
C (0.918, -3.391, -2.568)
C (2.255, -3.732, -2.327)
H (4.383, -2.316, 1.837)
H (3.522, -3.701, 1.247)
H (2.628, -2.621, 2.430)
H (3.583, -0.443, -2.432)
H (5.244, 1.148, -3.070)
H (6.638, 2.308, -1.436)
H (6.227, 1.769, 1.077)
H (4.484, 0.420, 1.776)
H (5.080, -2.984, -0.590)
H (5.869, -4.981, -1.633)
H (4.495, -6.128, -3.403)
H (2.334, -6.617, -4.122)
H (-0.081, -5.974, -4.547)
H (-0.915, -3.851, -3.547)
H (0.641, -2.410, -2.180)
C (-0.769, 1.994, 0.292)
C (-1.545, 3.151, -0.247)
As (-3.468, 3.316, 0.286)
C (-3.383, 5.231, 0.779)
C (-2.442, 5.579, 1.810)
C (-2.395, 6.866, 2.228)
C (-3.350, 7.828, 1.755)
C (-4.293, 7.498, 0.769)
C (-4.324, 6.151, 0.328)
C (-4.343, 3.551, -1.458)
C (-5.334, 2.653, -1.740)
C (-6.058, 2.645, -2.951)
C (-5.667, 3.628, -3.905)
C (-4.591, 4.450, -3.609)
C (-3.863, 4.418, -2.439)
P (-0.912, 0.252, -0.414)
C (-2.598, -0.255, -0.046)
C (-3.179, 0.122, 1.194)
C (-4.522, -0.202, 1.387)
C (-5.208, -0.911, 0.466)
C (-4.582, -1.435, -0.670)
C (-3.219, -1.230, -0.855)
C (-0.907, 0.647, -2.231)
C (0.361, 1.059, -2.650)
C (0.493, 1.506, -3.951)
C (-0.558, 1.625, -4.845)
C (-1.805, 1.126, -4.442)
C (-1.954, 0.614, -3.138)
H (-0.840, 1.911, 1.396)
H (0.230, 2.233, 0.033)
H (-1.524, 3.132, -1.336)
H (-1.005, 4.041, 0.097)
H (-1.813, 4.801, 2.320)
H (-1.691, 7.145, 2.971)
H (-3.378, 8.853, 2.105)
H (-4.941, 8.327, 0.420)
H (-5.106, 5.838, -0.424)
H (-5.534, 1.883, -1.003)
H (-6.819, 1.937, -3.117)
H (-6.171, 3.792, -4.820)
H (-4.220, 5.156, -4.371)
H (-3.041, 5.156, -2.321)
H (-2.505, 0.724, 1.886)
H (-5.026, 0.103, 2.299)
H (-6.299, -1.008, 0.456)
H (-5.106, -2.146, -1.279)
H (-2.605, -1.699, -1.552)
H (1.216, 1.084, -2.007)
H (1.469, 1.905, -4.261)
H (-0.405, 2.152, -5.808)
H (-2.687, 1.259, -5.046)
H (-2.944, 0.234, -2.944)


DFT (wB97M-V/def2-TZVPD) results for a cluster of 9 separate species, C30H60O18S3 in total.

As for the frontier orbital gap: 9.6190 eV. The relative energy (zero: lowest compared OMol25 entry of this formula, charge and spin) comes out at 399.0 kJ/mol. The value obtained for the HOMO energy is -9.421 eV. As for the SMILES: O=S1(=O)OCCO1.O=S1(=O)OCCO1.O=S1(=O)OCCO1.C1CCOC1.C1CCOC1.C1CCOC1.C1CCOC1.C1CCOC1.C1CCOC1.

Cartesian coordinates (Å):
O (-3.493, -4.567, -5.143)
S (-2.040, -4.495, -4.960)
O (-1.142, -5.179, -5.868)
O (-1.492, -3.006, -4.627)
C (-1.964, -2.554, -3.392)
C (-1.848, -3.827, -2.551)
O (-1.721, -4.908, -3.412)
H (-1.396, -1.678, -3.079)
H (-2.994, -2.244, -3.567)
H (-2.740, -3.996, -1.948)
H (-0.988, -3.799, -1.881)
O (1.294, -7.709, -1.020)
S (0.906, -6.649, -0.078)
O (-0.415, -6.844, 0.549)
O (2.084, -6.451, 1.074)
C (3.023, -5.425, 0.749)
C (2.511, -4.654, -0.532)
O (1.132, -5.053, -0.630)
H (3.157, -4.789, 1.624)
H (4.018, -5.776, 0.476)
H (3.052, -4.828, -1.462)
H (2.511, -3.570, -0.420)
O (-3.093, 5.156, -1.204)
S (-1.832, 5.172, -0.458)
O (-0.560, 5.514, -1.191)
O (-1.888, 5.913, 1.030)
C (-2.218, 5.065, 2.074)
C (-1.491, 3.779, 1.701)
O (-1.594, 3.685, 0.298)
H (-1.861, 5.564, 2.974)
H (-3.298, 4.920, 2.110)
H (-1.919, 2.910, 2.201)
H (-0.448, 3.780, 2.017)
C (3.694, 3.394, -0.603)
C (2.252, 3.982, -0.720)
C (1.968, 3.762, -2.198)
O (2.876, 2.756, -2.627)
C (4.143, 2.877, -1.915)
H (3.676, 2.662, 0.205)
H (4.480, 4.050, -0.230)
H (2.203, 5.034, -0.438)
H (1.512, 3.381, -0.191)
H (2.030, 4.746, -2.662)
H (0.927, 3.529, -2.423)
H (4.869, 3.507, -2.430)
H (4.592, 1.884, -1.914)
C (-0.235, 1.966, 4.464)
C (0.177, 1.682, 5.851)
C (-0.944, 0.893, 6.350)
O (-1.280, 0.105, 5.258)
C (-0.759, 0.620, 4.060)
H (0.604, 2.320, 3.866)
H (-1.050, 2.687, 4.391)
H (0.310, 2.628, 6.377)
H (1.084, 1.079, 5.884)
H (-1.806, 1.516, 6.588)
H (-0.835, 0.326, 7.275)
H (-1.554, 0.743, 3.324)
H (0.164, 0.135, 3.743)
C (1.362, -0.872, 0.242)
C (0.205, -0.226, -0.435)
C (-0.145, 0.869, 0.604)
O (1.133, 1.275, 1.054)
C (2.129, 0.244, 0.845)
H (1.925, -1.478, -0.468)
H (0.997, -1.555, 1.009)
H (-0.635, -0.886, -0.651)
H (0.473, 0.155, -1.421)
H (-0.743, 0.421, 1.398)
H (-0.759, 1.675, 0.202)
H (2.611, -0.204, 1.714)
H (2.972, 0.421, 0.177)
C (2.858, -2.618, 5.227)
C (1.604, -3.402, 5.174)
C (1.484, -3.831, 3.738)
O (2.273, -2.928, 3.009)
C (3.427, -2.653, 3.831)
H (3.531, -2.983, 6.003)
H (2.461, -1.628, 5.451)
H (0.694, -3.009, 5.628)
H (1.851, -4.250, 5.813)
H (0.472, -3.938, 3.347)
H (1.886, -4.832, 3.584)
H (3.955, -1.846, 3.324)
H (4.110, -3.502, 3.862)
C (-4.945, 0.818, 0.143)
C (-4.481, 1.780, -0.937)
C (-3.308, 1.057, -1.616)
O (-2.897, 0.075, -0.613)
C (-3.644, 0.229, 0.543)
H (-5.595, 0.075, -0.320)
H (-5.513, 1.320, 0.926)
H (-4.166, 2.736, -0.520)
H (-5.275, 2.149, -1.586)
H (-2.538, 1.788, -1.865)
H (-3.695, 0.506, -2.474)
H (-3.241, 0.841, 1.350)
H (-3.783, -0.749, 1.002)
C (-0.079, 1.926, -6.817)
C (0.676, 0.973, -5.900)
C (-0.134, 0.984, -4.630)
O (-1.407, 1.297, -4.973)
C (-1.471, 1.531, -6.414)
H (0.161, 1.762, -7.867)
H (-0.011, 2.967, -6.499)
H (1.718, 1.265, -5.768)
H (0.743, 0.005, -6.396)
H (0.353, 1.764, -4.044)
H (0.045, 0.031, -4.131)
H (-2.278, 2.174, -6.767)
H (-1.721, 0.555, -6.831)


DFT (wB97M-V/def2-TZVPD) results for a structure of composition C30H33N8O4RuSe.

The expectation value of S² is 0.76. As for the frontier orbital gap (alpha / beta): 6.2763 / 6.2887 eV. The relative energy (zero: lowest compared OMol25 entry of this formula, charge and spin) comes out at 80.9 kJ/mol. The value obtained for the HOMO energy (alpha / beta) is -12.126 / -12.149 eV. Its net charge is +2. Its spin multiplicity is 2.

Cartesian coordinates (Å):
Ru (-0.429, -0.976, 0.146)
C (-1.889, 0.618, 4.083)
O (-2.646, -0.547, 3.627)
C (-2.080, -0.913, 2.491)
N (-1.142, -0.192, 2.008)
C (-1.052, 1.020, 2.853)
C (0.345, 1.484, 3.165)
C (0.540, 2.826, 3.487)
C (1.810, 3.300, 3.776)
C (2.901, 2.440, 3.731)
C (2.710, 1.101, 3.421)
C (1.434, 0.622, 3.150)
C (-2.542, -2.109, 1.786)
C (-3.551, -2.923, 2.268)
C (-3.910, -4.043, 1.538)
C (-3.227, -4.312, 0.365)
C (-2.228, -3.440, -0.054)
N (-1.889, -2.337, 0.631)
C (-1.449, -3.786, -1.244)
N (-0.573, -3.058, -1.879)
C (0.298, -3.926, -2.704)
C (-0.549, -5.198, -2.761)
O (-1.587, -4.990, -1.741)
C (1.596, -3.860, -1.890)
C (2.231, -5.056, -1.334)
C (3.495, -5.022, -0.894)
C (4.349, -3.867, -1.109)
C (3.916, -2.787, -1.770)
C (2.506, -2.622, -2.146)
H (-1.275, 0.305, 4.927)
H (-2.607, 1.370, 4.392)
H (-1.559, 1.813, 2.294)
H (-0.305, 3.506, 3.505)
H (1.951, 4.341, 4.034)
H (3.893, 2.811, 3.950)
H (3.552, 0.421, 3.399)
H (1.291, -0.427, 2.928)
H (-4.030, -2.669, 3.203)
H (-4.693, -4.704, 1.881)
H (-3.451, -5.189, -0.225)
H (0.410, -3.489, -3.696)
H (-0.031, -6.115, -2.503)
H (-1.061, -5.310, -3.712)
H (1.662, -5.974, -1.261)
H (3.929, -5.905, -0.445)
H (5.388, -3.941, -0.820)
H (4.610, -2.012, -2.069)
H (2.286, -2.014, -3.019)
N (0.906, 0.594, -0.282)
C (0.192, 1.819, -0.752)
C (0.905, 3.061, -0.183)
C (0.183, 4.404, -0.030)
C (0.064, 5.291, -1.275)
N (-0.267, 4.665, -2.573)
C (-1.450, 4.791, -3.185)
N (-1.501, 4.755, -4.521)
N (-2.549, 4.974, -2.468)
C (-1.329, 1.610, -0.511)
O (-2.062, 2.540, -0.192)
O (-1.735, 0.411, -0.723)
H (1.436, 0.786, 0.567)
H (1.586, 0.285, -0.971)
H (0.274, 1.803, -1.841)
H (1.818, 3.217, -0.768)
H (1.251, 2.792, 0.819)
H (0.794, 4.990, 0.661)
H (-0.781, 4.268, 0.450)
H (1.017, 5.791, -1.444)
H (-0.673, 6.076, -1.105)
H (0.513, 4.471, -3.180)
H (-0.679, 4.920, -5.077)
H (-2.384, 4.722, -5.001)
H (-2.598, 4.480, -1.572)
H (-3.424, 5.128, -2.944)
Se (1.533, -2.352, 0.831)
C (1.452, -2.591, -1.084)
N (0.163, -1.965, -1.408)


DFT (wB97M-V/def2-TZVPD) results for a structure of composition C38H39BeNO2P2SiTe.

As for the frontier orbital gap: 3.7436 eV. The relative energy (zero: lowest compared OMol25 entry of this formula, charge and spin) comes out at 316.4 kJ/mol. The value obtained for the HOMO energy is 0.453 eV. Its net charge is -2.

Cartesian coordinates (Å):
Be (-0.545, -0.294, -1.483)
Te (-0.319, -0.927, 2.812)
C (0.383, 0.149, 4.500)
C (-0.462, 0.741, 5.431)
C (0.087, 1.416, 6.515)
N (1.395, 1.536, 6.732)
C (2.199, 0.975, 5.824)
C (1.751, 0.283, 4.709)
C (0.526, 0.378, 1.347)
P (1.912, -0.635, 0.745)
C (1.400, -1.863, -0.541)
C (0.556, -1.756, -2.965)
C (1.082, -3.096, -3.490)
C (0.558, -4.077, -2.502)
C (1.018, -4.142, -1.043)
C (1.888, -3.104, -0.411)
C (3.099, 0.500, -0.096)
C (3.601, 1.605, 0.598)
C (4.643, 2.368, 0.090)
C (5.232, 2.030, -1.125)
C (4.754, 0.924, -1.817)
C (3.703, 0.170, -1.308)
P (-0.833, 1.032, 0.301)
C (-0.439, 2.775, -0.149)
C (-1.225, 3.440, -1.084)
C (-0.968, 4.763, -1.416)
C (0.092, 5.438, -0.820)
C (0.891, 4.773, 0.102)
C (0.624, 3.450, 0.437)
C (-2.135, 1.543, 1.530)
C (-3.471, 1.512, 1.153)
C (-4.456, 2.107, 1.941)
C (-4.107, 2.753, 3.116)
C (-2.769, 2.787, 3.506)
C (-1.798, 2.188, 2.721)
H (-1.538, 0.689, 5.310)
H (-0.564, 1.890, 7.246)
H (3.265, 1.083, 6.002)
H (2.453, -0.138, 3.997)
H (1.308, -0.950, -3.021)
H (0.835, -3.353, -4.523)
H (0.225, -5.044, -2.880)
H (0.975, -5.121, -0.565)
H (2.736, -3.364, 0.217)
H (3.163, 1.852, 1.561)
H (5.007, 3.225, 0.648)
H (6.052, 2.617, -1.521)
H (5.198, 0.646, -2.767)
H (3.337, -0.694, -1.856)
H (-2.039, 2.908, -1.568)
H (-1.591, 5.268, -2.145)
H (0.299, 6.470, -1.080)
H (1.731, 5.283, 0.560)
H (1.243, 2.916, 1.146)
H (-3.747, 1.012, 0.230)
H (-5.494, 2.071, 1.628)
H (-4.866, 3.233, 3.723)
H (-2.482, 3.293, 4.422)
H (-0.755, 2.209, 3.022)
C (1.061, 1.569, -2.672)
O (0.606, 0.806, -1.615)
H (1.873, 1.075, -3.229)
H (1.466, 2.526, -2.310)
H (0.266, 1.809, -3.399)
C (-0.758, -1.157, -5.150)
C (-0.565, -1.062, -3.670)
O (-1.301, -0.289, -3.027)
H (-1.740, -1.591, -5.353)
H (0.009, -1.782, -5.599)
H (-0.743, -0.148, -5.565)
C (-2.122, -5.802, -1.388)
Si (-1.874, -4.034, -0.784)
C (-3.327, -3.020, -1.412)
C (-1.979, -4.100, 1.086)
C (-0.282, -3.399, -1.392)
C (0.131, -1.909, -1.425)
H (-2.991, -6.261, -0.904)
H (-1.245, -6.417, -1.169)
H (-2.278, -5.824, -2.471)
H (-4.280, -3.520, -1.212)
H (-3.241, -2.856, -2.491)
H (-3.345, -2.038, -0.931)
H (-2.828, -4.695, 1.438)
H (-2.072, -3.096, 1.505)
H (-1.057, -4.529, 1.491)